No. 1
DFT (ωB97M-V with the def2-TZVPD basis set) results for 2 unconnected molecules or ions with the total composition C6H7NO at a distorted geometry.

Last column: Mulliken charge in e.
CARTESIAN COORDINATES (ANGSTROEM)
O (0.1739, 0.0698, -2.6929)  -0.475
N (-1.8239, -1.0873, 1.1603)  -0.586
C (-0.0636, -2.7129, -0.1437)  -1.091
C (-1.1085, -0.2341, 0.6684)  0.694
C (-0.2955, 0.7366, 0.3211)  -0.686
C (0.0948, -0.7328, -1.8055)  1.253
C (-0.6252, 2.1854, -0.0223)  -1.013
C (0.2117, -1.6830, -0.9666)  -0.500
H (-2.4288, -1.8672, 0.8747)  0.292
H (-1.6441, 2.2254, 0.3136)  0.323
H (0.6871, -3.0801, 0.5994)  0.248
H (-0.5469, 2.2890, -1.0820)  0.236
H (0.6394, 0.2061, 0.5125)  0.499
H (-1.0662, -2.9576, -0.0917)  0.486
H (-0.0407, 2.9452, 0.4529)  0.320

Its max |F| is 3.16 eV/Å. Its spin multiplicity is 3. The value obtained for the LUMO energy (spin up / spin down) is 0.7 / -2.2 eV. Its energy above the lowest of the compared OMol25 structures with the same formula, charge and spin is 1.859 eV. The calculation puts the HOMO-LUMO gap (spin up / spin down) at 7.51 / 6.08 eV. The expectation value of S² is 2.020. The value obtained for the HOMO energy (spin up / spin down) is -6.766 / -8.274 eV. The total energy comes out at -9865.8572 eV.

No. 2
DFT (ωB97M-V with the def2-TZVPD basis set) results for C3H3FO in the gas phase at a distorted geometry.

Last column: Mulliken charge in e.
CARTESIAN COORDINATES (ANGSTROEM)
F (0.4727, -0.2285, 1.7710)  -0.257
O (-0.8262, 1.3911, -1.0493)  -0.504
C (0.2339, -0.1447, 0.4653)  0.334
C (0.5971, -0.9507, -0.5056)  -0.524
C (-0.4937, 1.0827, 0.1271)  0.020
H (-0.7456, 1.6919, 1.0030)  0.352
H (0.8497, -2.0141, -0.5070)  0.323
H (-0.0878, -0.8276, -1.3045)  0.255

Its max |F| is 4.14 eV/Å. Its spin multiplicity is 1. The value obtained for the LUMO energy is -0.5 eV. As for the SMILES: C=C(F)C=O. Its energy above the lowest of the compared OMol25 structures with the same formula, charge and spin is 0.720 eV. The calculation puts the HOMO-LUMO gap at 10.01 eV. The value obtained for the HOMO energy is -10.541 eV. The total energy comes out at -7922.5738 eV.

Question: total energy of number 2 (C3H3FO)?
Answer: -7922.5738 eV

Question: energy above the lowest of the compared OMol25 structures with the same formula, charge and spin of number 1 (C6H7NO)?
Answer: 1.859 eV

Question: What is the formula in the second record?
Answer: C3H3FO

Question: Which of these has the lowest energy above the lowest of the compared OMol25 structures with the same formula, charge and spin?
Answer: C3H3FO